This record from the Open Molecules 2025 dataset describes C10H25F6NO9S2V2 as an isolated structure. The level of theory is ωB97M-V/def2-TZVPD.

- Frontier orbital gap (alpha / beta): 8.791 / 8.524 eV
- Energy relative to the best compared isomer or geometry (same formula, charge and spin): 0.0 kcal/mol
- Charge: +2
- 2S+1: 7

XYZ file:
```
55
Properties=species:S:1:pos:R:3:mulliken_spin:R:1
V -0.9174 -0.8625 -1.8923 3.062
V -1.2972 -0.0526 1.9426 2.984
C -2.0306 -1.1893 -5.7352 0.007
F -1.8615 -1.4527 -7.0097 0.000
F -2.5416 0.0243 -5.5892 0.001
F -2.8166 -2.0832 -5.1712 0.001
S -0.3290 -1.2942 -4.9247 -0.009
O -0.3708 -2.5176 -4.1515 -0.001
O 0.6539 -1.1412 -5.9245 -0.002
N -0.3418 -0.1495 -3.6914 0.022
S 0.5405 1.1210 -4.2304 0.022
O 1.9391 0.8990 -4.1690 -0.002
O -0.0218 1.6744 -5.4140 -0.002
C 0.0870 2.3714 -2.9156 0.001
F 0.1100 3.5835 -3.3727 -0.001
F -1.1831 2.0976 -2.4963 0.007
F 0.8803 2.2449 -1.8345 -0.004
O -0.5307 -0.0944 -0.0267 -0.137
H 0.0070 0.7089 -0.0754 -0.007
C 1.3631 -2.8891 1.6444 -0.015
C 0.8875 -2.2617 2.9403 0.003
O 0.5413 -0.8698 2.7525 -0.009
H 0.5894 -2.7402 0.8899 0.028
H 1.5050 -3.9544 1.8190 0.000
H 2.2936 -2.4435 1.2959 -0.001
H 1.6018 -2.3465 3.7565 0.002
H 0.0042 -2.8181 3.2512 -0.003
H 1.3828 -0.3924 2.5992 -0.001
C 0.6293 4.1022 2.0853 0.001
C -0.4278 3.1099 1.6689 0.014
O -0.0750 1.7402 2.0966 -0.004
H 0.2964 5.0826 1.7500 0.000
H 1.6185 3.8611 1.6876 0.000
H 0.7838 4.1195 3.1653 0.000
H -0.5787 3.1223 0.5918 -0.003
H -1.3071 3.3180 2.2763 0.002
H 0.8939 1.6263 2.2349 0.000
C -4.4971 -2.3170 1.8318 0.012
C -3.1439 -2.8975 2.1711 -0.001
O -2.0857 -2.0810 1.5591 0.018
H -4.6467 -2.0851 0.7819 -0.001
H -4.5499 -1.3540 2.3640 0.000
H -5.2902 -2.9122 2.2781 0.001
H -3.0180 -3.9026 1.7606 0.000
H -2.9983 -3.0313 3.2418 -0.006
H -1.6117 -2.5604 0.8758 0.006
C 3.1376 1.0402 0.2437 -0.007
C 3.6299 1.1632 1.6741 0.000
O 2.4997 1.1102 2.6034 0.000
H 3.8977 0.4827 -0.3104 0.001
H 3.1045 1.9796 -0.3051 0.000
H 2.2001 0.4847 0.1926 0.019
H 4.1630 2.1062 1.8088 0.000
H 4.3379 0.3710 1.9188 0.000
H 2.8934 1.1493 3.4855 0.000
```